Entry 1:
Below is a cluster of 2 separate species, C3H7FOS in total in a non-equilibrium geometry, with properties calculated with ωB97M-V/def2-TZVPD.

As for the energy above the lowest of the compared OMol25 structures with the same formula, charge and spin: 315.7 kJ/mol. Its net charge is 0. The value obtained for the strongest force on any atom is 1.13 eV Å⁻¹. The calculation puts the frontier orbital gap (alpha / beta) at 9.2 / 5.8 eV. The value obtained for the HOMO energy (alpha / beta) is -8.873 / -7.482 eV.

Each line ends with the natural charge from an NBO analysis.
CARTESIAN COORDINATES (ANGSTROEM)
C  2.8165  -0.3938  0.2032  -0.78
C  -1.9514  0.9451  -0.1470  -0.06
C  -1.2488  -0.2870  -0.5722  0.14
O  -1.2114  -1.3687  0.1950  -0.63
F  -3.2118  0.6127  0.3474  -0.38
S  1.7377  1.0440  0.1052  -0.01
H  3.3213  -0.3855  1.1682  0.22
H  3.5480  -0.3456  -0.5980  0.21
H  2.2150  -1.2948  0.1085  0.24
H  -2.0955  1.6361  -0.9802  0.19
H  -1.4394  1.4553  0.6801  0.18
H  -0.8160  -0.4082  -1.5499  0.18
H  -1.6640  -1.2096  1.0397  0.49

---

Entry 2:
Below is a structure of composition C3H7I2N2O2 in a non-equilibrium geometry, with properties calculated with ωB97M-V/def2-TZVPD.

As for the energy above the lowest of the compared OMol25 structures with the same formula, charge and spin: 192.0 kJ/mol. Its net charge is +1. The value obtained for the strongest force on any atom is 5.43 eV Å⁻¹. The calculation puts the frontier orbital gap at 7.3 eV. The value obtained for the HOMO energy is -12.430 eV.

Each line ends with the natural charge from an NBO analysis.
CARTESIAN COORDINATES (ANGSTROEM)
C  1.4571  1.3975  0.3778  0.64
C  1.5564  0.1951  -0.4715  0.05
C  -2.2161  -1.0700  -0.3716  -0.13
N  0.2409  1.7598  0.8337  -0.71
N  -2.5681  -2.1212  -1.1030  -0.77
O  2.5247  2.0928  0.8336  -0.62
O  0.5166  -0.1450  -1.1121  -0.69
I  2.0718  -1.2688  1.3049  0.03
I  -3.3306  -0.8435  1.4263  0.14
H  2.4917  0.0367  -1.0137  0.25
H  0.0753  2.6025  1.4733  0.47
H  -0.5877  1.2480  0.4792  0.45
H  -3.3397  -2.8724  -0.8140  0.41
H  3.4160  1.8796  0.7278  0.54
H  -2.0072  -2.4970  -1.9033  0.43
H  -0.3012  -0.3941  -0.6677  0.52

---

Entry 3:
Below is a structure of composition C3H7I2NO in a non-equilibrium geometry, with properties calculated with ωB97M-V/def2-TZVPD.

As for the energy above the lowest of the compared OMol25 structures with the same formula, charge and spin: 310.3 kJ/mol. Its net charge is 0. The value obtained for the strongest force on any atom is 5.27 eV Å⁻¹. The calculation puts the frontier orbital gap at 8.9 eV. The value obtained for the HOMO energy is -9.203 eV.

Each line ends with the natural charge from an NBO analysis.
CARTESIAN COORDINATES (ANGSTROEM)
C  1.8595  -1.0005  0.0639  -0.67
C  -0.1902  0.5505  0.3633  -0.19
C  1.1348  -0.0069  0.9890  -0.22
N  -2.4977  0.1939  -0.0556  -0.49
O  -1.2809  -0.4232  0.3008  -0.41
I  0.6853  -0.8119  2.8909  0.18
I  2.6022  1.6981  1.2064  0.09
H  2.5777  -1.4814  0.5714  0.22
H  1.1052  -1.6964  -0.1473  0.22
H  2.1463  -0.2869  -0.7959  0.22
H  -0.4277  1.5006  0.9990  0.19
H  0.1655  1.0364  -0.5775  0.19
H  -2.6510  0.2189  -1.0422  0.34
H  -2.3489  1.1199  0.3037  0.33

---

Entry 4:
Below is a cluster of 2 separate species, C3H7IN2 in total in a non-equilibrium geometry, with properties calculated with ωB97M-V/def2-TZVPD.

As for the energy above the lowest of the compared OMol25 structures with the same formula, charge and spin: 317.1 kJ/mol. Its net charge is 0. The value obtained for the strongest force on any atom is 4.67 eV Å⁻¹. As for the SMILES: C=CI.C=NN. The calculation puts the frontier orbital gap at 9.3 eV. The value obtained for the HOMO energy is -8.729 eV.

Each line ends with the natural charge from an NBO analysis.
CARTESIAN COORDINATES (ANGSTROEM)
C  0.4208  1.7611  0.4793  -0.42
C  1.2199  1.1870  -0.4108  -0.25
I  2.9891  0.0077  0.0208  0.07
H  0.3960  1.5735  1.5963  0.21
H  -0.2573  2.4372  0.2091  0.20
H  1.3323  1.3402  -1.3932  0.18
C  -1.2834  -0.5950  -0.8974  -0.16
N  -0.4048  -1.4167  -0.5165  -0.22
N  -0.3000  -1.6894  0.8476  -0.68
H  -1.8667  -0.0532  -0.2720  0.14
H  -1.3895  -0.4447  -1.9324  0.18
H  -1.0845  -1.5695  1.4681  0.36
H  0.2280  -2.5382  0.8012  0.38

---

Entry 5:
Below is the molecule C3H7IN2Si in a non-equilibrium geometry, with properties calculated with ωB97M-V/def2-TZVPD.

As for the energy above the lowest of the compared OMol25 structures with the same formula, charge and spin: 112.8 kJ/mol. Its net charge is 0. The value obtained for the strongest force on any atom is 4.60 eV Å⁻¹. As for the SMILES: C[Si@@]1(I)N=CCN1. The calculation puts the frontier orbital gap at 9.3 eV. The value obtained for the HOMO energy is -8.798 eV.

Each line ends with the natural charge from an NBO analysis.
CARTESIAN COORDINATES (ANGSTROEM)
C  1.3269  -1.8569  0.0945  -1.14
Si  -0.3136  -1.0243  -0.4367  1.64
I  -1.8344  -2.6440  -1.5961  -0.23
N  -1.3436  -0.1965  1.2446  -0.67
C  -1.6398  0.9715  0.9049  0.07
C  -0.8426  1.5501  -0.3125  -0.28
N  -0.2414  0.5226  -1.0800  -1.12
H  2.0634  -1.2998  0.5367  0.25
H  1.2563  -2.7444  0.7653  0.26
H  1.8995  -2.1934  -0.8557  0.25
H  -2.3029  1.6439  1.4058  0.18
H  -1.5032  2.2122  -1.1099  0.18
H  -0.0383  2.2790  -0.0809  0.20
H  -0.2839  0.6065  -2.1135  0.42

---

Entry 6:
Below is the ion C3H7IN3 with charge +1 in a non-equilibrium geometry, with properties calculated with ωB97M-V/def2-TZVPD.

As for the energy above the lowest of the compared OMol25 structures with the same formula, charge and spin: 119.6 kJ/mol. As for the multiplicity: 3. Its net charge is +1. The value obtained for the strongest force on any atom is 3.61 eV Å⁻¹. The calculation puts the frontier orbital gap (alpha / beta) at 8.2 / 7.0 eV. The value obtained for the HOMO energy (alpha / beta) is -12.137 / -13.548 eV.

Each line ends with the Löwdin spin population.
CARTESIAN COORDINATES (ANGSTROEM)
C  0.2758  -1.2349  0.1890  0.53
C  1.0165  1.4001  0.0209  0.07
C  -0.4621  1.1421  0.2090  0.03
N  1.7227  0.3776  0.7490  0.87
N  -0.5777  -0.3414  -0.1859  0.07
N  0.4442  -2.4999  0.2137  0.09
I  3.5183  -0.1164  -0.0848  0.22
H  1.2972  1.4123  -1.0855  0.02
H  1.3066  2.3276  0.5792  0.03
H  -0.8071  1.2972  1.3873  0.00
H  -1.1305  1.7229  -0.4754  0.00
H  -1.5245  -0.5169  -0.6348  0.03
H  1.3184  -2.9442  0.6434  0.02
H  -0.3035  -3.2336  -0.1579  0.04

---

Entry 7:
Below is the ion C3H7INO with charge +1 in a non-equilibrium geometry, with properties calculated with ωB97M-V/def2-TZVPD.

As for the energy above the lowest of the compared OMol25 structures with the same formula, charge and spin: 220.4 kJ/mol. Its net charge is +1. The value obtained for the strongest force on any atom is 4.77 eV Å⁻¹. As for the SMILES: [NH3+]C1(I)COC1. The calculation puts the frontier orbital gap at 9.7 eV. The value obtained for the HOMO energy is -14.203 eV.

Each line ends with the natural charge from an NBO analysis.
CARTESIAN COORDINATES (ANGSTROEM)
N  -1.0805  -0.9600  0.1679  -0.78
C  -0.3600  0.2847  -0.0650  -0.03
I  -1.8855  1.7223  -0.8298  0.20
C  0.6920  0.6945  1.0198  -0.11
O  1.7043  0.0752  0.1940  -0.51
C  0.9570  0.0145  -0.9767  -0.09
H  -1.0880  -1.6709  -0.7023  0.47
H  -2.1618  -0.7203  0.3069  0.49
H  -0.7147  -1.5970  0.9919  0.47
H  0.9494  1.7936  1.0655  0.24
H  0.5275  0.3134  2.0421  0.21
H  1.0947  -0.8856  -1.5869  0.21
H  1.3659  0.9355  -1.6275  0.22

---

Entry 8:
Below is a cluster of 2 separate species, C3H7INO2S in total in a non-equilibrium geometry, with properties calculated with ωB97M-V/def2-TZVPD.

As for the energy above the lowest of the compared OMol25 structures with the same formula, charge and spin: 82.5 kJ/mol. Its net charge is -1. The value obtained for the strongest force on any atom is 3.09 eV Å⁻¹. The calculation puts the frontier orbital gap at 7.7 eV. The value obtained for the HOMO energy is -4.379 eV.

Each line ends with the natural charge from an NBO analysis.
CARTESIAN COORDINATES (ANGSTROEM)
C  1.5538  2.0687  -0.7988  -0.66
C  1.1335  -1.3871  0.4694  -0.46
C  0.9242  0.8636  -0.1511  0.11
N  1.6990  -0.1539  -0.0014  -0.43
O  -3.9977  -2.2298  -0.1502  -0.96
O  -2.2032  -1.5828  1.2603  -0.97
S  -2.9070  -1.3459  -0.0118  1.56
I  -4.1964  1.0158  0.2173  -0.62
H  2.6240  2.0939  -0.8156  0.21
H  1.3355  2.0605  -1.9092  0.22
H  1.2402  2.9371  -0.1861  0.21
H  1.1653  -1.4581  1.5589  0.20
H  0.0957  -1.5650  0.2413  0.22
H  1.7135  -2.3763  0.2818  0.18
H  -0.1804  1.0593  -0.0049  0.19

---

> Look up the net charge of the fifth one.

0